Entry 1:
78
Properties=species:S:1:pos:R:3:forces:R:3:mulliken_charge:R:1 method="wB97M-V/def2-TZVPD" fmax_ha_per_bohr=0.00772 charge=+1 e_tot_ha=-3486.66272
Os -0.18169 1.28576 -0.22439 -0.11 -0.12 -0.07 1.67
C -3.14834 0.82029 3.98792 0.00 0.00 0.02 -1.42
C -1.72946 0.36948 4.32817 0.05 -0.03 0.01 1.14
C -1.70828 -0.47020 5.60704 0.00 0.02 0.00 -1.67
C -0.84277 1.58920 4.53314 -0.03 0.02 0.05 -2.15
N -1.24569 -0.51600 3.20880 -0.07 0.08 -0.02 0.65
C -1.86316 -1.72904 2.96745 0.03 -0.03 0.00 -0.34
C -1.27801 -2.27717 1.88703 -0.02 -0.01 0.00 -1.11
N -0.30314 -1.41265 1.44191 -0.02 0.15 -0.03 0.83
B 0.74360 -1.94017 0.38098 0.03 -0.01 0.07 -0.89
N 2.14569 -1.31526 0.60955 0.06 -0.05 -0.14 0.34
C 3.00304 -1.83134 1.55704 -0.07 0.03 0.03 -1.06
C 4.09998 -1.05002 1.59181 0.07 -0.09 -0.05 -0.32
N 3.93355 -0.05704 0.64192 -0.03 0.01 0.08 0.36
C 2.72259 -0.22420 0.08391 -0.12 0.05 0.09 0.27
S 1.91376 0.71266 -1.13263 0.28 0.13 -0.07 -0.53
C 4.87795 1.09521 0.46154 0.00 0.00 -0.03 1.16
C 6.21411 0.72348 1.09997 0.01 0.06 0.06 -2.06
C 5.11892 1.37566 -1.02110 0.07 -0.04 0.01 -1.59
C 4.26342 2.30451 1.15950 -0.03 0.06 -0.03 -1.38
N 0.27568 -2.07788 -1.13474 -0.04 -0.08 0.10 0.87
C 0.48821 -3.36911 -1.61850 0.01 0.01 -0.06 -1.43
C 0.08458 -3.43677 -2.89248 0.00 -0.02 0.06 -0.23
N -0.39810 -2.19073 -3.23703 0.00 0.10 -0.02 0.41
C -0.26694 -1.36742 -2.16369 0.02 0.07 -0.10 0.54
S -0.75711 0.28919 -2.31799 -0.10 0.14 0.36 -0.59
C -0.92018 -1.85703 -4.61264 -0.01 -0.10 0.00 1.15
C -2.35192 -1.31552 -4.52787 0.00 0.01 0.00 -1.60
C 0.03676 -0.88600 -5.30117 0.00 0.01 -0.02 -1.51
C -0.95840 -3.14679 -5.43505 0.00 0.01 0.00 -2.20
C -0.31597 -0.32485 2.25379 0.05 -0.12 -0.06 -0.22
S 0.70308 1.05872 1.94444 0.08 -0.04 -0.11 -0.45
H -3.52898 1.43573 4.80307 0.00 0.00 0.00 0.49
H -3.82467 -0.02556 3.86114 0.00 -0.01 0.00 0.34
H -3.15343 1.40969 3.07164 0.00 0.00 0.00 0.30
H -2.00095 0.16141 6.44478 0.00 0.00 0.00 0.46
H -0.70691 -0.85541 5.80231 0.01 0.01 0.00 0.38
H -2.40408 -1.30684 5.57389 -0.01 -0.02 -0.02 0.41
H -1.21604 2.10296 5.41925 0.01 0.02 0.00 0.54
H -0.88914 2.27994 3.69576 -0.02 0.00 0.02 0.42
H 0.19733 1.31917 4.71657 -0.01 -0.01 0.00 0.46
H -2.65638 -2.09976 3.58721 -0.02 -0.01 0.00 0.54
H -1.45385 -3.22275 1.40676 -0.01 -0.01 0.00 0.67
H 0.87995 -3.08126 0.71413 0.01 -0.01 0.03 -0.25
H 2.75536 -2.71091 2.12293 0.02 -0.02 -0.01 0.61
H 4.98888 -1.13829 2.18466 -0.01 -0.02 0.00 0.54
H 6.60291 -0.21261 0.69747 0.02 0.01 -0.02 0.49
H 6.15698 0.65365 2.18638 -0.04 -0.02 0.00 0.46
H 6.92858 1.51192 0.87052 0.00 0.00 0.00 0.46
H 5.40709 0.46928 -1.55554 -0.01 -0.02 0.02 0.39
H 5.94254 2.08565 -1.09551 -0.01 0.00 -0.03 0.50
H 4.25731 1.81711 -1.51079 -0.06 -0.02 -0.01 0.38
H 4.08734 2.09925 2.21621 0.01 -0.02 0.00 0.34
H 3.31535 2.57517 0.69171 0.02 0.01 0.02 0.23
H 4.94006 3.15562 1.08036 0.00 0.00 -0.01 0.49
H 0.91310 -4.13424 -0.99953 0.00 -0.01 0.00 0.61
H 0.08988 -4.27010 -3.56470 0.00 -0.01 -0.01 0.55
H -2.38997 -0.25639 -4.29356 0.00 0.00 0.03 0.41
H -2.92831 -1.85717 -3.77712 0.00 -0.02 -0.01 0.34
H -2.83535 -1.46317 -5.49304 0.00 0.03 -0.01 0.47
H 0.10014 0.07106 -4.79088 0.00 -0.01 0.01 0.33
H -0.32174 -0.70842 -6.31534 0.00 0.02 0.00 0.48
H 1.03640 -1.31814 -5.36455 0.00 0.00 0.00 0.38
H -1.62782 -3.89127 -5.00249 -0.01 0.00 0.01 0.48
H 0.03141 -3.58137 -5.57323 0.01 0.00 0.01 0.49
H -1.33977 -2.89232 -6.42204 0.00 -0.01 0.00 0.50
S -0.95508 3.25754 -0.64005 -0.02 -0.07 -0.12 -0.14
C -2.68048 3.20285 -0.78753 -0.07 -0.28 0.10 0.43
C -3.42232 4.29031 -1.27689 0.05 0.00 0.00 -0.70
C -4.78949 4.20080 -1.31620 -0.05 -0.01 0.00 -0.53
C -5.43692 3.03687 -0.86472 -0.05 0.07 -0.03 -0.61
C -4.72380 1.97062 -0.38055 0.09 -0.07 0.02 -0.77
C -3.31973 2.04289 -0.32654 0.06 0.28 -0.17 0.54
S -2.35286 0.78665 0.34557 -0.04 -0.01 0.05 -0.17
H -2.90891 5.17755 -1.62536 0.00 0.01 0.00 0.44
H -5.37674 5.02286 -1.70174 0.01 0.01 0.00 0.39
H -6.51707 2.98547 -0.90403 0.00 -0.02 0.00 0.38
H -5.22557 1.07496 -0.03702 0.00 0.00 0.00 0.46


Entry 2:
80
Properties=species:S:1:pos:R:3:forces:R:3:mulliken_charge:R:1 method="wB97M-V/def2-TZVPD" fmax_ha_per_bohr=0.06265 charge=+3 e_tot_ha=-3219.48451 de_lowest_ev=0.000 spin_multiplicity=8
Gd 0.04753 0.65816 -0.19374 2.01 2.45 0.60 0.30
P 2.31443 -0.49054 -1.37253 1.72 -0.96 -0.88 0.77
P -0.33369 1.79552 -2.81166 -0.25 0.58 -1.64 0.79
P 0.13743 -1.39062 1.60532 0.07 -1.98 1.64 1.12
H -2.14062 -0.43765 -1.99716 0.14 0.25 0.45 0.34
C -2.14050 -0.49804 -0.89906 -2.12 0.72 0.68 -0.39
C -2.53261 0.55114 -0.10196 -0.92 -1.56 -1.02 -0.53
H -2.84311 1.52379 -0.51105 0.34 -0.37 -0.04 0.32
C 2.08784 -1.98328 -2.41399 -0.46 -0.01 0.07 -1.22
C 3.35510 0.51960 -2.49372 -0.15 0.45 0.08 -0.89
C 3.59484 -1.08211 -0.19679 -0.13 0.19 0.33 -1.19
C -1.99191 2.53932 -3.06135 -0.02 -0.08 0.26 -1.27
C 0.72667 3.19218 -3.33372 0.26 0.07 0.26 -1.21
C -0.21221 0.69373 -4.27926 -0.07 -0.19 0.18 -1.26
C -1.38543 -1.55410 2.61020 -0.22 0.35 -0.22 -1.30
C 1.39744 -1.22866 2.91687 0.17 0.33 -0.04 -1.23
C 0.42973 -3.09618 1.00719 -0.08 0.03 -0.37 -1.30
H -2.00924 -1.51853 -0.50997 0.09 0.44 0.12 0.30
H -2.72171 0.43619 0.97781 0.33 -0.13 -0.42 0.31
H 3.06761 -2.33351 -2.77498 -0.31 0.16 0.16 0.44
H 1.44992 -1.74343 -3.27386 0.16 -0.14 0.14 0.35
H 1.60748 -2.78038 -1.83307 0.13 0.10 -0.20 0.34
H 4.25052 -0.05980 -2.76201 -0.30 0.13 0.06 0.52
H 3.66933 1.44508 -1.99457 -0.04 -0.22 -0.16 0.10
H 2.80694 0.78361 -3.40551 0.16 -0.08 0.17 0.31
H 4.48268 -1.40041 -0.76362 -0.31 0.07 0.16 0.53
H 3.22718 -1.92335 0.40334 0.14 0.18 -0.17 0.34
H 3.88011 -0.26816 0.48254 0.04 -0.22 -0.11 0.33
H -2.06577 2.94655 -4.08080 0.00 -0.14 0.32 0.43
H -2.13531 3.35016 -2.33753 -0.04 -0.07 -0.18 0.39
H -2.77639 1.79177 -2.90445 0.02 0.15 -0.16 0.40
H 0.65157 3.33948 -4.42067 -0.04 -0.05 0.32 0.54
H 1.77044 2.99042 -3.06909 -0.14 0.13 -0.12 0.17
H 0.40511 4.10803 -2.82215 0.11 -0.20 -0.13 0.42
H -0.57253 1.23731 -5.16839 0.16 -0.22 0.32 0.47
H -0.83450 -0.19779 -4.12698 0.13 0.14 -0.19 0.34
H 0.82477 0.37208 -4.44283 -0.28 0.09 -0.01 0.34
H -1.26431 -2.36410 3.34382 -0.03 0.21 -0.26 0.47
H -2.25097 -1.77357 1.97337 0.17 -0.11 0.20 0.30
H -1.57487 -0.61215 3.13954 0.05 -0.16 0.02 0.39
H 1.33107 -2.09447 3.59346 0.00 0.26 -0.23 0.45
H 1.21394 -0.30929 3.48676 0.10 -0.22 -0.04 0.35
H 2.40156 -1.17800 2.48210 -0.15 -0.03 0.18 0.33
H 0.34530 -3.80181 1.84861 0.03 0.29 -0.25 0.45
H 1.42544 -3.18477 0.55637 -0.19 0.00 0.16 0.30
H -0.32105 -3.35924 0.25068 0.14 -0.07 0.22 0.35
C -3.94052 -5.60243 1.41943 -1.48 -0.80 -0.63 0.87
C -3.94999 -6.85874 0.77893 -0.26 0.60 0.21 -0.46
C -5.15914 -7.40646 0.33038 0.13 0.37 0.22 -0.52
C -6.36006 -6.71576 0.52636 0.11 0.04 0.02 -0.49
C -6.36054 -5.48137 1.18356 0.34 -0.08 0.04 -0.49
C -5.16042 -4.92685 1.63541 0.58 -0.40 -0.24 -0.54
S -2.46159 -4.82314 1.94241 0.96 -0.24 -0.19 -0.21
H -1.55805 -5.68485 1.36763 -0.64 0.43 0.35 0.14
H -3.00732 -7.37988 0.63875 -0.19 -0.07 -0.05 0.28
H -5.15750 -8.37383 -0.17237 0.00 0.27 0.16 0.37
H -7.29985 -7.14159 0.16780 0.34 0.13 0.14 0.37
H -7.29131 -4.93896 1.35059 0.23 -0.21 -0.05 0.37
H -5.13611 -3.97069 2.15185 -0.19 -0.08 -0.06 0.32
C 0.70984 3.86475 3.54862 -0.35 0.16 0.37 -1.08
N 1.45246 4.27243 2.36478 0.12 -0.64 -0.64 0.14
C 2.23854 5.50121 2.46325 0.36 0.43 -0.13 -0.72
C 1.46684 3.48019 1.28910 0.08 0.40 0.70 -0.29
N 0.69738 2.38040 1.27720 -0.07 -0.46 -0.22 -0.28
N 2.29869 3.76794 0.19604 -0.71 -0.62 -0.47 0.85
C 2.15213 5.01605 -0.54288 -0.06 0.51 0.11 -1.20
C 3.64275 3.19933 0.19581 0.30 0.00 0.39 -0.96
H 0.89669 4.61228 4.32005 -0.24 -0.28 -0.03 0.32
H 1.04479 2.88701 3.92584 0.05 0.24 -0.12 0.42
H -0.37025 3.82259 3.35146 0.16 0.12 0.09 0.37
H 3.29344 5.31913 2.21665 -0.33 0.08 0.10 0.27
H 1.83622 6.28109 1.80306 0.11 -0.22 0.27 0.31
H 2.16457 5.84850 3.49539 0.20 0.03 -0.30 0.33
H 0.19852 2.29343 2.17143 0.22 -0.04 -0.42 0.03
H 2.75288 5.83775 -0.11876 -0.24 -0.18 -0.23 0.37
H 2.49112 4.85205 -1.57224 -0.06 0.02 0.23 0.32
H 1.09240 5.30965 -0.57921 0.35 0.00 0.08 0.38
H 3.59244 2.12156 0.39653 0.10 0.21 0.06 0.17
H 4.09784 3.34813 -0.79478 -0.20 0.01 0.34 0.35
H 4.29786 3.67892 0.95042 -0.14 -0.28 -0.36 0.24


Entry 3:
12
Properties=species:S:1:pos:R:3:forces:R:3:nbo_charge:R:1 method="wB97M-V/def2-TZVPD" fmax_ha_per_bohr=0.09849 charge=+1 e_tot_ha=-477.32625 spin_multiplicity=3
C 0.69062 1.20483 -0.17543 -0.67 1.78 -1.35 0.29
N 1.14911 -3.13824 -0.95122 -0.31 -1.49 0.14 0.05
N 1.34698 -2.09175 -1.64937 2.41 -1.11 -1.76 -0.01
N -1.09760 -0.99024 0.46470 1.30 -4.87 0.45 -0.03
N -1.36768 0.18337 0.47891 -1.22 2.92 -0.12 0.00
N 0.24848 -2.84429 -0.05261 0.50 0.55 -0.26 -0.14
N 0.68161 -1.09446 -1.24988 -1.67 1.78 1.38 -0.04
N -0.00867 -1.52739 -0.19345 -1.36 0.15 0.72 0.12
N -0.60711 1.14456 -0.08205 -0.96 0.62 -0.06 -0.44
H 1.18158 2.06960 -0.70082 -0.02 -1.14 0.79 0.23
H -0.14582 -3.56604 0.56849 -0.05 0.91 -0.01 0.49
H -1.36013 1.86659 -0.29966 2.06 -0.09 0.09 0.48


Entry 4:
16
Properties=species:S:1:pos:R:3:forces:R:3:nbo_charge:R:1 method="wB97M-V/def2-TZVPD" fmax_ha_per_bohr=0.08842 charge=0 e_tot_ha=-309.47742 de_lowest_ev=3.711
C -3.76198 0.22822 -0.35471 1.25 -0.06 -0.27 -0.24
C -4.39037 -0.15639 0.58900 0.34 0.05 -1.08 -0.23
C 0.12965 0.43292 -0.39008 -1.00 1.05 1.90 -0.22
C 0.40253 -0.97486 -0.43170 -3.10 2.00 -0.32 -0.21
C 1.64039 -1.41107 0.00750 -1.99 0.03 -0.92 -0.25
C 2.56064 -0.52180 0.36573 3.52 2.86 -0.29 -0.20
C 2.34087 0.97550 0.12392 1.74 -1.21 2.75 -0.19
C 1.04701 1.47346 0.04386 1.74 -3.22 -1.86 -0.24
H -2.96495 0.41596 -1.07107 -0.90 0.19 0.36 0.24
H -4.97907 -0.70866 1.24229 -0.71 -0.20 0.97 0.23
H -0.87541 0.89525 -0.32589 0.10 -1.23 -0.90 0.21
H -0.48900 -1.67735 -0.68463 1.90 1.28 0.40 0.23
H 1.84864 -2.43557 -0.00098 0.29 -1.42 0.32 0.21
H 3.53275 -1.09982 0.69131 -1.43 2.28 -0.61 0.22
H 3.15064 1.77209 0.31238 -0.90 -1.82 -0.19 0.21
H 0.96405 2.56218 0.11541 -0.86 -0.59 -0.24 0.23